Entry 1:
{
  "formula": "C5H11AlCeClNSe",
  "method": "wB97M-V/def2-TZVPD",
  "relative_energy_ev": 2.626,
  "charge": -1,
  "max_force_ev_per_a": 5.0,
  "multiplicity": 2,
  "e_tot_ha": -3831.02482,
  "gap_ev": [3.6927, 3.6895],
  "elements": ["Ce", "Cl", "C", "C", "H", "H", "H", "H", "H", "H", "Al", "C", "C", "H", "H", "H", "H", "H", "Se", "C", "N"],
  "xyz": [[1.887, -1.159, -2.216], [2.005, -2.563, -0.126], [2.532, 1.047, -2.172], [-0.227, -1.020, -3.071], [2.151, 1.500, -3.108], [2.073, 1.507, -1.278], [3.637, 1.085, -2.141], [-0.213, -0.212, -3.825], [-0.906, -0.786, -2.233], [-0.477, -1.988, -3.542], [-1.366, 0.486, 1.965], [-2.205, -1.276, 1.841], [-1.115, 1.719, 0.560], [-3.149, -1.202, 1.284], [-1.544, -1.982, 1.319], [-2.422, -1.674, 2.842], [-1.722, 1.717, -0.362], [-0.409, 2.564, 0.580], [1.444, 0.870, 5.790], [0.382, 0.731, 4.425], [-0.354, 0.633, 3.469]]
}

---

Entry 2:
{
  "formula": "C5H11B",
  "method": "wB97M-V/def2-TZVPD",
  "relative_energy_ev": 2.411,
  "max_force_ev_per_a": 4.5,
  "e_tot_ha": -221.86084,
  "gap_ev": 9.6993,
  "elements": ["B", "C", "C", "C", "C", "C", "H", "H", "H", "H", "H", "H", "H", "H", "H", "H", "H"],
  "xyz": [[0.753, -0.388, 0.268], [-2.572, 1.430, -0.411], [-1.488, 0.643, -0.529], [1.031, -0.916, -1.228], [1.748, -1.013, 1.364], [-0.332, 0.697, 0.451], [-3.525, 1.456, -0.904], [-2.715, 1.994, 0.502], [-1.303, 0.045, -1.457], [0.160, -1.597, -1.326], [1.919, -1.389, -1.465], [0.797, -0.118, -2.100], [2.690, -1.565, 1.169], [1.172, -1.761, 1.769], [2.036, -0.442, 2.298], [0.115, 1.954, 0.050], [-0.487, 0.970, 1.548]]
}

---

Entry 3:
{
  "formula": "C5H11B",
  "method": "wB97M-V/def2-TZVPD",
  "relative_energy_ev": 1.987,
  "max_force_ev_per_a": 4.7,
  "e_tot_ha": -221.87642,
  "gap_ev": 9.5606,
  "elements": ["B", "C", "C", "C", "C", "C", "H", "H", "H", "H", "H", "H", "H", "H", "H", "H", "H"],
  "xyz": [[0.031, 0.151, 0.862], [0.476, 0.570, -0.532], [-0.786, -0.414, -0.332], [0.363, 0.244, 2.365], [1.784, 0.121, -1.015], [-2.159, -0.312, -0.918], [0.183, 1.542, -0.969], [-0.459, -1.469, -0.495], [-0.403, -0.248, 3.039], [0.731, 1.173, 2.554], [1.283, -0.440, 2.238], [2.208, -0.615, -0.368], [2.450, 0.961, -1.227], [1.675, -0.337, -1.964], [-2.553, 0.699, -0.909], [-2.722, -1.082, -0.322], [-2.103, -0.543, -2.008]]
}

---

Entry 4:
{
  "formula": "C5H11BClO9P",
  "method": "wB97M-V/def2-TZVPD",
  "relative_energy_ev": 1.101,
  "max_force_ev_per_a": 4.3,
  "e_tot_ha": -1700.81386,
  "gap_ev": 9.9908,
  "elements": ["O", "P", "O", "O", "Cl", "O", "C", "B", "O", "O", "H", "H", "H", "H", "H", "C", "C", "C", "O", "C", "O", "O", "H", "H", "H", "H", "H", "H"],
  "xyz": [[-0.374, -2.639, 1.676], [0.612, -1.917, 0.788], [1.212, -0.604, 1.607], [-0.211, -1.363, -0.595], [0.877, -0.319, -1.392], [1.773, -3.014, 0.324], [3.030, -2.842, 1.026], [2.979, -3.246, 2.593], [2.392, -4.437, 3.077], [3.594, -2.352, 3.534], [1.938, -0.169, 1.132], [3.750, -3.562, 0.548], [3.474, -1.823, 0.886], [2.621, -4.431, 4.018], [2.958, -2.303, 4.262], [-3.033, 1.659, -2.949], [-2.322, 2.190, -1.726], [-2.976, 3.392, -1.104], [-1.872, 4.030, -0.460], [-0.758, 3.690, -1.159], [0.311, 4.186, -1.006], [-1.029, 2.707, -2.060], [-2.420, 0.908, -3.450], [-3.990, 1.209, -2.680], [-3.212, 2.455, -3.676], [-2.182, 1.385, -0.996], [-3.747, 3.127, -0.381], [-3.396, 4.086, -1.838]]
}

---

Entry 5:
{
  "formula": "C5H11Br6N3O6",
  "method": "wB97M-V/def2-TZVPD",
  "relative_energy_ev": 1.166,
  "max_force_ev_per_a": 3.3,
  "e_tot_ha": -16256.55931,
  "gap_ev": 9.7495,
  "elements": ["C", "N", "O", "O", "H", "H", "H", "C", "N", "O", "O", "H", "H", "H", "C", "N", "O", "O", "H", "H", "H", "C", "Br", "Br", "Br", "H", "C", "Br", "Br", "Br", "H"],
  "xyz": [[13.235, 16.631, 36.821], [12.823, 18.096, 36.743], [12.120, 18.506, 35.785], [13.174, 18.816, 37.689], [13.495, 16.368, 37.847], [14.184, 16.535, 36.294], [12.379, 16.028, 36.520], [10.130, 10.384, 35.516], [10.361, 8.939, 35.232], [10.218, 8.649, 34.094], [10.707, 8.136, 36.082], [10.152, 10.621, 36.579], [9.163, 10.665, 35.099], [11.004, 10.896, 35.112], [12.267, 8.804, 40.822], [10.905, 9.266, 40.647], [10.425, 9.379, 39.487], [10.278, 9.547, 41.636], [12.179, 7.732, 40.998], [12.727, 9.284, 41.685], [12.848, 8.945, 39.910], [11.239, 12.848, 38.837], [12.501, 12.125, 37.475], [9.470, 13.048, 38.001], [11.951, 14.538, 39.567], [11.143, 12.078, 39.602], [11.223, 13.991, 42.881], [9.491, 13.508, 41.954], [12.332, 12.313, 42.915], [10.892, 14.699, 44.708], [11.796, 14.779, 42.393]]
}

---

Entry 6:
{
  "formula": "C5H11BrN",
  "method": "wB97M-V/def2-TZVPD",
  "relative_energy_ev": 2.700,
  "charge": 1,
  "max_force_ev_per_a": 4.8,
  "multiplicity": 3,
  "e_tot_ha": -2825.37048,
  "gap_ev": [5.0196, 6.9320],
  "elements": ["C", "C", "C", "C", "C", "N", "Br", "H", "H", "H", "H", "H", "H", "H", "H", "H", "H", "H"],
  "xyz": [[-0.909, 0.747, 1.386], [-1.842, 0.969, 0.198], [-0.485, 0.338, -0.041], [0.514, 1.121, -0.864], [-0.411, -1.191, -0.199], [1.071, -1.497, 0.032], [-3.522, -0.134, -0.120], [-0.448, 1.580, 1.635], [-1.246, 0.051, 2.100], [-2.192, 1.906, -0.146], [0.236, 1.015, -1.936], [1.477, 0.604, -0.678], [0.581, 2.147, -0.350], [-0.657, -1.520, -1.162], [-1.067, -1.798, 0.314], [1.595, -0.920, -0.664], [1.072, -2.548, 0.059], [1.320, -1.050, 1.001]]
}

---

Entry 7:
{
  "formula": "C5H11BrNO3S",
  "method": "wB97M-V/def2-TZVPD",
  "relative_energy_ev": 0.930,
  "charge": -1,
  "max_force_ev_per_a": 6.1,
  "e_tot_ha": -3449.77887,
  "gap_ev": 7.5328,
  "elements": ["C", "C", "C", "C", "C", "N", "O", "O", "O", "S", "Br", "H", "H", "H", "H", "H", "H", "H", "H", "H", "H", "H"],
  "xyz": [[2.448, -1.097, 0.163], [1.011, -0.580, -1.661], [-0.028, 0.497, 1.725], [1.059, -0.650, -0.160], [0.678, 0.570, 0.558], [-1.488, 1.258, -0.628], [-3.222, 0.985, 1.222], [-3.710, 0.191, -1.106], [-1.983, -0.944, 0.316], [-2.596, 0.293, -0.186], [1.530, 2.144, 0.055], [2.501, -2.123, -0.078], [2.749, -0.944, 1.204], [3.137, -0.581, -0.408], [-0.053, -0.305, -1.998], [1.711, 0.147, -1.962], [1.173, -1.550, -2.221], [-0.421, 1.503, 2.128], [-0.486, -0.322, 2.088], [-2.371, 0.925, 1.817], [0.331, -1.477, 0.201], [-1.966, 2.063, -1.068]]
}

---

Entry 8:
{
  "formula": "C5H11Cl",
  "method": "wB97M-V/def2-TZVPD",
  "relative_energy_ev": 0.440,
  "max_force_ev_per_a": 3.2,
  "e_tot_ha": -657.28381,
  "gap_ev": 11.4466,
  "elements": ["C", "C", "C", "C", "C", "H", "H", "H", "H", "H", "H", "H", "H", "H", "H", "H", "Cl"],
  "xyz": [[2.056, -1.143, 0.044], [1.522, 0.201, -0.458], [0.374, 0.780, 0.411], [-0.267, 2.041, -0.271], [-0.684, -0.083, 0.946], [2.847, -1.556, -0.600], [1.239, -1.868, 0.078], [2.504, -1.144, 1.048], [1.299, 0.142, -1.524], [2.308, 0.949, -0.425], [0.941, 1.065, 1.281], [-1.187, 1.627, -0.761], [0.413, 2.657, -0.886], [-0.720, 2.733, 0.509], [-0.122, -0.871, 1.600], [-1.388, 0.448, 1.622], [-1.538, -0.880, -0.351]]
}